# 1
28
Properties=species:S:1:pos:R:3 method="wB97M-V/def2-TZVPD" orbital_gap_ev=9.166 total_energy_ev=-36359.7357
C 1.92 -0.09 -1.75
C 0.22 -1.89 -2.03
C 0.98 -0.08 -0.74
C -0.07 -1.00 -0.99
C 0.98 0.79 0.49
C -1.43 -1.24 -0.36
C 0.88 -0.03 1.79
C 2.13 1.70 0.53
C -2.56 -0.60 -1.15
C -1.67 -2.13 0.62
O 0.04 3.16 0.04
O -0.94 2.16 2.07
S 1.66 -1.40 -2.89
S -0.58 1.94 0.46
H 2.75 0.63 -1.83
H -0.39 -2.71 -2.53
H 0.88 0.68 2.70
H 1.72 -0.78 1.84
H -0.10 -0.62 1.82
H 1.90 2.43 1.37
H 2.17 2.28 -0.34
H 3.11 1.22 0.45
H -3.07 0.10 -0.52
H -3.20 -1.37 -1.49
H -2.26 0.12 -2.07
H -2.69 -2.16 0.97
H -1.55 1.58 2.46
H -0.83 -2.71 1.07

***

# 2
141
Properties=species:S:1:pos:R:3 method="wB97M-V/def2-TZVPD" orbital_gap_ev=9.849 total_energy_ev=-63396.1190
C 16.95 18.41 9.46
C 17.63 17.04 9.61
C 17.00 15.93 8.77
O 19.03 17.20 9.49
H 17.26 19.15 10.23
H 15.86 18.21 9.56
H 16.94 18.80 8.44
H 17.43 16.75 10.66
H 17.52 14.98 8.90
H 16.95 16.11 7.75
H 16.01 15.78 9.18
H 19.36 16.81 8.68
C 9.09 14.26 8.49
C 8.53 14.26 9.93
C 7.77 15.55 10.17
O 7.82 13.08 10.31
H 8.30 14.47 7.74
H 9.58 13.33 8.35
H 9.81 15.08 8.35
H 9.46 14.30 10.56
H 7.07 15.63 9.37
H 8.50 16.47 10.07
H 7.30 15.54 11.21
H 7.02 13.07 9.81
C 16.69 13.63 12.83
C 15.55 13.13 11.96
C 14.43 12.50 12.78
O 14.91 14.13 11.15
H 17.17 12.82 13.38
H 16.34 14.23 13.59
H 17.44 14.10 12.30
H 16.05 12.52 11.24
H 14.69 11.95 13.69
H 13.78 11.97 12.10
H 13.88 13.41 13.12
H 15.03 14.96 11.62
C 18.16 10.56 6.43
C 16.95 11.27 6.97
C 15.68 10.37 6.88
O 17.09 11.68 8.38
H 17.98 10.20 5.44
H 18.24 9.69 7.10
H 19.07 11.13 6.35
H 16.94 12.12 6.33
H 14.94 10.69 7.62
H 16.03 9.36 7.22
H 15.20 10.26 5.91
H 16.23 12.12 8.52
C 11.72 10.08 17.80
C 11.70 11.20 16.77
C 11.94 10.68 15.35
O 10.30 11.67 16.69
H 12.73 9.68 17.85
H 11.08 9.23 17.42
H 11.29 10.41 18.70
H 12.38 12.10 16.90
H 12.92 10.20 15.26
H 11.91 11.51 14.67
H 11.25 9.90 15.01
H 9.98 11.76 17.60
C 15.63 8.39 10.60
C 14.42 9.04 11.23
C 13.08 8.47 10.66
O 14.46 8.70 12.67
H 15.67 8.41 9.48
H 15.57 7.34 10.80
H 16.52 8.82 11.06
H 14.49 10.09 11.12
H 13.21 7.38 10.99
H 13.02 8.63 9.59
H 12.23 8.87 11.09
H 14.03 9.37 13.20
C 20.31 11.79 9.89
C 19.84 13.25 9.72
C 20.95 14.31 10.10
O 19.41 13.40 8.36
H 21.37 11.61 9.57
H 19.59 11.07 9.36
H 20.32 11.52 10.93
H 19.04 13.36 10.43
H 20.47 15.28 10.35
H 21.73 14.39 9.33
H 21.47 13.81 10.92
H 18.49 12.94 8.32
C 8.22 13.83 14.41
C 9.61 14.58 14.22
C 9.44 16.10 14.15
O 10.51 14.31 15.30
H 7.63 14.03 13.57
H 7.68 14.34 15.26
H 8.12 12.72 14.50
H 10.04 14.19 13.29
H 10.34 16.64 13.96
H 9.05 16.53 15.09
H 8.74 16.35 13.39
H 10.31 13.52 15.80
C 17.20 11.54 16.17
C 17.46 10.33 15.31
O 16.96 10.55 13.94
H 16.17 11.85 16.10
H 17.75 12.31 15.69
H 17.44 11.30 17.18
H 17.00 9.45 15.71
H 18.55 10.12 15.26
H 16.91 9.67 13.55
C 14.43 14.74 16.06
C 14.91 15.93 15.14
O 14.18 15.92 13.86
H 14.43 13.78 15.54
H 13.47 15.06 16.37
H 15.11 14.62 16.95
H 15.95 15.87 14.86
H 14.71 16.84 15.78
H 13.22 15.95 14.00
C 12.15 17.23 9.99
C 11.53 16.25 11.04
O 11.61 14.87 10.68
H 11.58 17.09 9.11
H 13.19 16.91 9.91
H 12.09 18.22 10.37
H 10.43 16.46 11.15
H 12.07 16.37 11.96
H 12.55 14.65 10.65
C 10.83 11.51 11.91
C 9.82 10.73 12.65
O 10.09 9.37 12.91
H 11.85 11.56 12.29
H 10.47 12.53 11.97
H 10.94 11.10 10.88
H 8.95 10.77 12.02
H 9.50 11.21 13.55
H 9.26 9.06 13.30
C 12.84 14.20 7.80
C 14.30 13.68 7.69
O 14.57 12.74 8.73
H 12.76 15.14 8.38
H 12.22 13.45 8.22
H 12.42 14.34 6.74
H 14.99 14.52 7.67
H 14.47 13.10 6.75
H 14.57 13.22 9.59

***

# 3
19
Properties=species:S:1:pos:R:3 method="wB97M-V/def2-TZVPD" orbital_gap_ev="8.730 / 6.205" total_energy_ev=-26299.3331
C -0.28 -2.54 -0.14
C -1.16 -1.77 0.54
C 0.73 -1.92 -0.95
C -1.27 -0.35 0.39
C 0.94 1.48 -1.66
C 0.69 -0.53 -1.11
C -0.33 0.22 -0.45
C -0.96 2.49 -0.44
N 1.46 0.31 -1.78
N -0.15 1.53 -0.75
O 0.89 1.22 2.12
O -1.01 3.67 -0.30
S 0.86 -0.28 2.89
H -0.29 -3.60 0.13
H -1.86 -2.29 1.22
H 1.51 -2.41 -1.41
H -1.98 0.20 0.98
H 1.16 2.51 -1.90
H 1.08 2.07 2.61

***

# 4
66
Properties=species:S:1:pos:R:3 method="wB97M-V/def2-TZVPD" s2=0.75 charge=-1 orbital_gap_ev="2.841 / 8.599" total_energy_ev=-224513.0804 multiplicity=2
Cl 9.28 11.64 -34.97
C 8.97 13.02 -33.75
C 8.26 14.15 -34.52
Cl 6.69 13.66 -35.21
H 9.94 13.35 -33.36
H 8.35 12.64 -32.94
H 8.92 14.45 -35.33
H 8.13 15.04 -33.92
Cl 19.47 13.29 -34.50
C 18.10 14.35 -34.02
C 18.45 15.03 -32.71
Cl 19.77 16.28 -32.81
H 17.22 13.73 -33.82
H 17.86 15.05 -34.82
H 18.63 14.32 -31.90
H 17.58 15.57 -32.35
Cl 11.88 15.27 -32.98
C 12.41 16.56 -31.78
C 13.50 16.12 -30.86
Cl 14.99 15.99 -31.79
H 11.53 16.85 -31.21
H 12.80 17.38 -32.38
H 13.24 15.13 -30.47
H 13.72 16.84 -30.07
Cl 13.04 11.22 -28.39
C 12.26 12.32 -27.27
C 13.13 13.57 -27.02
Cl 12.31 14.63 -25.92
H 12.18 11.82 -26.31
H 11.31 12.60 -27.73
H 13.28 14.19 -27.91
H 14.08 13.35 -26.53
C 9.58 14.72 -28.60
O 10.51 14.88 -29.41
N 8.90 13.56 -28.52
C 7.82 13.45 -27.51
C 9.08 12.39 -29.42
H 9.28 15.48 -27.86
H 6.90 13.13 -28.00
H 7.60 14.43 -27.09
H 8.07 12.68 -26.77
H 8.10 12.08 -29.79
H 9.78 12.63 -30.21
H 9.37 11.52 -28.84
C 15.48 15.45 -37.05
O 16.55 14.87 -37.14
N 14.43 15.23 -36.24
C 13.20 16.04 -36.31
C 14.60 14.23 -35.18
H 15.15 16.21 -37.77
H 13.10 16.70 -37.18
H 13.15 16.61 -35.38
H 12.36 15.34 -36.26
H 14.86 14.78 -34.28
H 13.71 13.62 -35.03
H 15.47 13.59 -35.30
C 14.90 19.52 -34.14
Cl 14.71 19.65 -32.33
Cl 13.26 19.56 -34.82
Cl 15.86 20.85 -34.82
Cl 15.66 17.96 -34.55
C 11.92 19.19 -28.03
Cl 11.33 17.62 -27.32
Cl 11.05 20.55 -27.28
Cl 13.72 19.32 -27.69
Cl 11.54 19.26 -29.76

***

# 5
28
Properties=species:S:1:pos:R:3 method="wB97M-V/def2-TZVPD" charge=+2 orbital_gap_ev="5.708 / 7.314" total_energy_ev=-25404.6372
C 0.61 1.95 0.05
C -0.87 1.87 -0.33
C -2.54 -0.39 0.95
C 0.35 0.44 0.41
C 2.66 0.15 0.23
C 1.02 -0.69 -1.52
C 1.34 -1.89 0.53
N -0.91 0.45 -0.27
N 1.36 -0.50 -0.07
O -3.69 0.29 0.63
O -5.10 -1.33 -0.58
S -4.95 0.01 -0.29
H 1.07 2.03 -0.91
H 0.89 2.55 0.88
H -1.69 2.30 0.20
H -1.02 2.29 -1.43
H -2.69 -1.41 0.70
H -2.17 -0.29 1.96
H 0.16 0.24 1.57
H 2.77 1.08 -0.24
H 2.94 0.10 1.21
H 3.56 -0.43 -0.18
H 1.41 0.18 -1.98
H 1.63 -1.56 -1.79
H -0.04 -0.80 -1.72
H 0.46 -2.49 0.40
H 2.12 -2.43 0.02
H 1.35 -1.71 1.58

***

# 6
15
Properties=species:S:1:pos:R:3 method="wB97M-V/def2-TZVPD" s2=0.75 charge=+2 orbital_gap_ev="11.353 / 8.561" total_energy_ev=-5777.7536 multiplicity=2
C -0.90 -2.34 1.71
N -1.08 -1.08 1.89
H -0.39 -2.79 0.88
H -1.37 -2.95 2.49
H -1.57 -0.90 2.77
H -0.46 -0.41 1.42
C 1.11 1.18 -2.51
C 1.04 1.16 -0.99
C -0.07 1.12 -0.19
H 0.33 0.49 -2.80
H 2.07 0.75 -2.83
H 1.08 2.23 -2.83
H 2.00 1.46 -0.54
H 0.11 1.90 0.55
H -1.15 1.07 -0.42